Density functional theory data (ωB97M-V/def2-TZVPD) for a structure of composition C18H50N4O8V2 at a distorted geometry.

Structure (XYZ):
```
82
Properties=species:S:1:pos:R:3:forces:R:3
O 0.860399 2.478596 1.761712 -2.5923 -1.1681 0.5758
V -0.342613 1.503900 1.978012 5.5584 -0.4603 -1.7157
O 2.978341 -1.802456 3.417326 -0.3713 -0.4045 0.4137
V 1.782064 -1.385689 2.549708 1.7858 2.4280 -0.8903
O 0.632765 -0.199790 1.101646 -1.0852 0.0389 1.1636
H 0.416903 -0.815701 0.374610 -0.3625 0.9986 0.2636
C 0.837087 1.863603 5.786483 -1.5018 -1.0970 -0.8412
C 1.746409 0.962896 4.917225 -0.3816 0.5458 1.1407
O 1.158840 0.436888 3.733213 -1.3636 -0.8189 -2.3585
H -0.106573 1.357146 5.989235 -0.0918 -0.4741 0.1708
H 0.479083 2.716817 5.210313 0.5648 0.5340 0.0888
H 1.208665 2.126261 6.776954 0.4819 0.1899 -0.3925
H 2.033892 0.094479 5.509925 0.4311 0.1788 0.1059
H 2.574432 1.646570 4.729904 0.5659 -0.5643 -0.6044
C 5.153491 0.639504 2.623786 -0.1731 -0.3243 -0.5891
C 4.095088 0.763777 1.427216 -0.8546 1.3486 2.0671
C 4.555612 1.576945 0.221236 0.8063 -0.3485 -1.2553
O 3.486463 1.841866 -0.714579 -0.5589 -0.4948 1.8173
C 3.765977 2.581225 -1.873348 0.5086 -0.6979 -0.9995
N 3.480603 -0.531762 1.031771 0.6116 -0.3226 0.5590
H 5.493616 1.589554 3.035899 -0.1994 0.3483 -0.6444
H 6.059309 0.073815 2.405645 0.0685 0.0639 -0.6798
H 4.818505 0.133406 3.529190 -0.8921 -0.1821 -0.3230
H 3.220083 1.235440 1.874426 0.1831 0.8272 0.0433
H 5.301045 0.992710 -0.318315 0.1748 -0.5802 -0.2341
H 5.177226 2.439935 0.459851 -0.6793 0.5343 0.5279
H 4.703390 2.233519 -2.307443 0.5893 0.5878 0.2386
H 3.678088 3.663007 -1.772732 0.3454 -0.0255 0.3039
H 3.095821 2.267845 -2.673842 -0.6002 0.0220 0.3267
H 4.330109 -1.052000 0.865078 -0.0827 -1.2367 -0.0416
H 3.073501 -0.397911 0.117198 -0.3303 0.2419 -0.3000
C 0.140509 2.160454 -1.653200 0.3001 0.7482 -0.5138
C -0.736089 3.121000 -0.783040 1.7354 0.6015 -2.5562
C -1.838199 3.943638 -1.559999 1.4439 -1.2091 -1.1481
O -2.556278 3.014231 -2.371922 -0.8284 0.0019 0.3595
C -3.836653 3.428452 -2.861086 -1.3138 0.6095 0.8980
N -1.356987 2.229974 0.164512 -1.5393 0.7482 1.8963
H -0.403784 1.310606 -2.065039 -0.4276 0.3053 0.0748
H 0.990965 1.739558 -1.116856 -0.1021 0.1921 0.5763
H 0.612801 2.658043 -2.500218 -0.2661 0.2662 -0.0426
H -0.109480 3.888822 -0.329266 0.1154 -0.2478 0.3681
H -1.305143 4.602044 -2.245900 0.1940 0.2769 0.0850
H -2.391987 4.603176 -0.891859 -0.6029 -0.3396 0.2173
H -3.913335 4.454677 -3.220357 0.7712 -0.0188 -0.5008
H -4.613077 3.443075 -2.096207 0.2684 -0.0485 0.9754
H -4.357431 2.753979 -3.540767 1.2307 -0.3172 -0.5415
H -2.078662 2.860452 0.483565 -0.6667 0.2984 1.2685
H -1.956767 1.759235 -0.497891 -0.3113 -2.1099 -0.1651
C 1.418580 -4.554758 -0.737490 -1.4898 0.5487 -1.0183
C 0.876437 -3.328149 0.003236 -1.1909 -0.9170 1.7701
C -0.553698 -3.585538 0.677952 2.0986 0.3039 -0.5296
O -0.416408 -4.672357 1.548740 0.7614 0.1219 -0.2371
C -1.657010 -4.992206 2.143084 -0.2963 -0.9432 -0.5800
N 1.870634 -3.158681 1.130276 -1.5300 1.2714 -0.3398
H 1.781140 -5.344949 -0.080024 -0.0735 0.1867 0.0635
H 2.174975 -4.262500 -1.465871 0.1011 -0.1435 0.0593
H 0.549751 -4.932756 -1.276333 0.3135 -0.4474 -0.3627
H 0.862846 -2.402736 -0.572543 -0.0822 -0.2089 -0.3864
H -1.318350 -3.705237 -0.089567 -0.1280 -0.2033 -0.0574
H -0.786530 -2.718353 1.295920 -0.3301 0.5802 -0.0399
H -2.242602 -5.476035 1.361359 -0.6278 0.3983 -0.0472
H -2.114168 -4.080250 2.527080 -0.2884 -0.2147 0.2518
H -1.548398 -5.796249 2.870970 0.3906 0.5153 0.3409
H 1.674083 -4.031854 1.598277 0.6253 -0.3668 0.7303
H 2.665771 -3.284294 0.520299 1.2245 0.1554 1.1016
C -4.500155 -0.156909 -1.082523 -1.0380 -0.9676 -0.4209
C -3.385313 -1.089914 -1.608977 -1.1195 1.6482 -1.1332
C -3.302215 -1.090542 -3.194366 -0.4942 1.2190 -0.7049
O -4.543010 -1.200508 -3.861486 -1.1507 -0.6554 0.5959
C -4.598439 -0.993730 -5.263927 0.7077 0.0366 -0.5957
N -2.219805 -0.396987 -1.135808 1.9324 0.1649 0.5903
H -4.400286 0.908942 -1.287671 0.2544 -0.1928 -0.9437
H -4.595370 -0.123522 0.002791 0.2072 -0.7400 0.2645
H -5.419848 -0.579145 -1.487477 -0.3882 0.5441 0.1525
H -3.514269 -2.064081 -1.137299 -0.0175 -0.3086 -0.4636
H -2.556558 -1.740302 -3.652523 0.1061 -0.8106 0.5075
H -2.975593 -0.110128 -3.541063 0.6391 0.6040 0.7355
H -4.058880 -0.125500 -5.642281 0.3984 0.4732 0.5879
H -5.606033 -0.825764 -5.644257 -0.2365 -0.3329 0.7563
H -4.169264 -1.813552 -5.839940 -0.0196 -0.4358 0.2236
H -2.078428 -0.642651 -0.166396 0.0303 -0.0376 0.3313
H -1.351615 -0.634617 -1.593937 0.1551 -0.2912 -0.3906
```
Positions in Å, forces in eV/Å.

Computed properties:
HOMO energy (alpha / beta) in eV: -13.74 / -13.74
Spin multiplicity: 3
LUMO energy (alpha / beta) in eV: -8.061 / -7.634
Charge: +2
Orbital gap (alpha / beta) in eV: 5.676 / 6.103
<S²>: 2.067
Strongest force on any atom in eV/A: 5.84

These are the Löwdin partial charges, in e, on atoms 1 to 2: -0.18, 1.21

---

Density functional theory data (ωB97M-V/def2-TZVPD) for a structure of composition C18H52AsF6N8O6 at a distorted geometry.

Structure (XYZ):
```
91
Properties=species:S:1:pos:R:3:forces:R:3
As -19.718870 -9.958323 16.048708 1.4412 -1.2405 -0.5294
F -21.123430 -9.582496 17.116492 0.8041 -0.1495 -1.4165
F -20.185539 -8.754304 14.805963 -0.0829 -0.7330 1.3574
F -18.298752 -10.370571 15.001519 -1.5249 0.4951 1.5854
F -19.308881 -11.255398 17.260500 -0.3633 1.5397 -1.5493
F -20.649825 -11.216974 15.040871 0.6410 2.2482 1.5441
F -18.755294 -8.722874 16.938610 -1.0777 -1.3636 -0.9401
C -23.238645 -11.262601 12.402907 -2.0374 -4.0664 -1.4634
O -23.631393 -11.791232 11.365807 -0.0835 0.5227 -1.0022
N -22.920625 -10.033280 12.586763 0.9957 3.3861 0.1860
N -23.216185 -12.001143 13.506917 0.1118 -1.2947 2.2683
H -23.065797 -9.423278 11.794977 0.6634 0.2088 0.5380
H -22.338925 -9.920108 13.404632 0.1199 1.2777 -0.4147
H -22.997120 -11.586058 14.401232 -0.0128 -0.3870 -0.1393
H -23.546257 -12.954045 13.450875 0.3419 0.3478 0.0017
C -23.869478 -7.097376 15.775987 -0.6657 1.3250 0.6831
O -24.814786 -6.361535 15.612670 -1.5537 1.3442 -1.4152
N -23.752567 -7.732963 16.899754 -0.1858 -2.3274 3.8418
N -22.810192 -7.235991 15.030195 2.2320 0.1528 -3.2718
H -24.507274 -7.565834 17.549817 0.1151 -0.5357 0.0742
H -23.130848 -8.519719 17.020527 -0.1239 0.2495 0.1140
H -21.962360 -7.641814 15.399776 -0.0656 0.1105 -0.3159
H -22.777559 -6.672672 14.192517 0.2484 -0.2674 0.1738
C -23.323095 -9.517249 19.456686 -0.7167 -0.2600 0.0494
C -24.234061 -8.990801 20.654661 0.8178 0.2134 -1.1057
C -24.900789 -7.625162 20.375668 0.1093 -0.4026 -1.1473
O -25.910921 -7.732812 19.385491 -1.7862 0.3464 0.2815
C -26.735878 -6.519956 19.225693 1.2350 -1.1171 -0.5379
N -25.187157 -10.056370 21.068094 0.8351 0.3048 -0.6040
H -23.970514 -9.763781 18.615159 -0.1920 0.3154 -0.1611
H -22.746749 -10.438631 19.540314 -0.3950 -0.3591 1.1703
H -22.510560 -8.893038 19.084888 -0.5139 0.8587 0.3134
H -23.564770 -8.646369 21.443019 0.1672 -0.8155 0.5755
H -24.196132 -6.899735 19.969084 0.6383 0.0744 0.3237
H -25.212881 -7.272108 21.358546 -0.7452 0.2645 0.0165
H -26.064951 -5.829694 18.714331 -0.1448 0.8070 0.6440
H -27.214146 -6.226614 20.160208 0.5183 0.3137 0.1563
H -27.544893 -6.642224 18.505518 0.1315 -0.8514 -0.0073
H -26.041739 -9.720780 21.489009 0.1275 0.6105 0.3932
H -25.536746 -10.419785 20.192989 0.0335 -0.3964 -0.2310
C -21.189771 -3.827500 21.828887 -0.1721 -0.6961 -0.8530
C -21.767509 -5.291496 22.081232 0.9415 1.3568 -0.6623
C -20.879154 -6.492734 21.568534 0.5710 1.8458 -0.7330
O -20.339239 -6.129336 20.257683 -3.6783 4.6274 3.2910
C -19.815868 -7.106400 19.590234 2.1900 -4.0834 -1.2534
N -21.970178 -5.306399 23.510190 0.2175 -0.5226 0.8491
H -20.173740 -3.689336 22.198593 -0.0390 -0.2295 0.0334
H -21.810138 -3.038093 22.253243 -0.2872 -0.3721 0.7599
H -21.234484 -3.499530 20.790359 0.3883 -0.6620 -0.3130
H -22.716870 -5.327114 21.546872 -0.1142 -0.1987 -0.3376
H -21.449934 -7.421269 21.580607 -0.3020 -0.1062 -0.5472
H -20.008228 -6.694143 22.192243 0.0716 0.2778 0.4664
H -20.558713 -7.870877 19.362495 0.0661 -0.4785 -0.3616
H -19.063966 -7.527037 20.257911 0.5500 -1.0024 -0.2347
H -19.278326 -6.842710 18.679393 -0.3682 0.4698 -0.0508
H -22.463825 -4.473212 23.796936 -0.0120 -0.0498 0.0223
H -22.467932 -6.104858 23.877330 -0.0776 -0.1727 -0.1691
C -21.083313 -15.619985 17.060285 1.2906 0.1896 -0.5406
C -20.279675 -14.530228 16.324460 -0.4857 -0.3298 -0.6044
C -18.860315 -15.072695 15.731312 -2.6802 -0.8714 0.0037
O -17.836586 -14.159239 15.663731 1.2372 0.4119 1.2726
C -16.475218 -14.696780 15.721832 -2.1788 0.7235 -0.1693
N -21.065575 -13.853506 15.245239 1.5620 -0.1369 0.5356
H -22.027816 -15.265582 17.473099 0.1625 0.2375 0.0190
H -20.364629 -15.851506 17.846424 -0.5460 -0.7302 0.4416
H -21.297890 -16.485092 16.432869 0.1336 -0.1220 0.0060
H -20.125470 -13.767033 17.087252 0.7924 -0.0506 0.1907
H -19.048692 -15.473937 14.735507 -0.4997 0.2176 -0.5005
H -18.655266 -16.004698 16.258014 0.6296 0.0929 0.8474
H -15.901851 -13.838647 16.072493 0.3981 -0.2317 -0.5964
H -16.318455 -15.069934 14.709759 0.9111 0.0926 0.0669
H -16.362374 -15.502752 16.446931 -0.2468 -0.1370 0.0963
H -21.973510 -13.531305 15.548463 -0.4723 -0.6218 0.5666
H -20.575965 -12.980870 15.382639 -0.0121 0.5545 -1.5457
C -16.641226 -12.302914 19.035868 -0.2418 1.1712 2.0477
C -16.367311 -11.106108 20.065260 -2.0225 0.1973 -1.1435
C -17.091793 -11.123452 21.476669 1.2584 1.0204 -0.2089
O -16.562544 -9.974030 22.222432 -0.0509 -0.5841 0.2107
C -17.135058 -8.718765 21.940455 -0.0403 0.2796 -0.3352
N -14.935493 -11.068876 20.213793 -0.1403 -0.3216 0.5180
H -15.913819 -13.065405 19.314433 -0.1861 -0.3496 -0.0492
H -16.471393 -12.055540 17.987984 -0.2343 0.3239 0.2418
H -17.658854 -12.639802 19.233421 0.0054 -0.2950 -0.5212
H -16.759308 -10.165942 19.677289 0.2656 0.0067 -0.6783
H -16.761880 -11.990344 22.049171 -0.1447 -0.0974 0.1403
H -18.174613 -11.008491 21.525563 -0.1319 -0.3969 -0.6112
H -16.659510 -7.932526 22.526777 0.4479 -0.3134 0.1384
H -18.189452 -8.614745 22.196429 -0.3417 -0.5377 -0.0157
H -17.017988 -8.439448 20.893369 -0.0394 0.0017 -0.1607
H -14.904900 -11.944879 20.715573 1.4928 -0.4837 0.2369
H -14.700573 -10.381165 20.915201 0.1058 0.3365 0.1546
```
Positions in Å, forces in eV/Å.

Computed properties:
HOMO energy in eV: -6.76
LUMO energy in eV: 2.209
Charge: -1
Orbital gap in eV: 8.973
Strongest force on any atom in eV/A: 6.77

These are the Löwdin partial charges, in e, on atoms 1 to 2: 0.99, -0.29

---

Density functional theory data (ωB97M-V/def2-TZVPD) for a cluster of 5 separate species, C18H52BrN4O4 in total at a distorted geometry.

Structure (XYZ):
```
79
Properties=species:S:1:pos:R:3:forces:R:3
Br -0.291669 0.285097 -1.195861 0.0003 -0.0382 0.3589
C 3.456584 2.896386 0.369762 0.9989 0.0142 -0.4721
C 3.851947 2.343097 -0.985318 -1.0938 -0.8320 -0.4124
C 4.709148 1.100785 -0.864669 0.1070 -0.5371 -0.1048
O 5.241851 0.837398 -2.132008 0.1063 0.2810 -0.1704
C 6.145797 -0.244063 -2.136602 -0.1359 -1.2264 -0.0584
N 2.558992 1.998015 -1.750266 -0.2791 -0.4943 -1.3187
H 2.088064 2.864369 -2.019327 -0.0940 -0.0446 0.2663
H 2.760112 1.557323 -2.660610 0.5148 0.1630 0.1992
H 1.821096 1.348012 -1.394201 0.1360 0.2847 0.7869
H 3.167555 2.049682 0.991106 -0.2937 0.1976 0.1727
H 2.696756 3.670984 0.311697 -0.0844 -0.0428 0.0777
H 4.368025 3.324434 0.789706 -0.1906 0.1205 0.2193
H 4.303808 2.978003 -1.746800 0.4468 0.5315 0.6957
H 4.137382 0.220860 -0.519548 -0.2795 0.2043 0.0578
H 5.489387 1.222234 -0.103264 0.0545 0.3643 -0.1271
H 6.614843 -0.364433 -3.108996 0.0599 0.5533 -0.0312
H 5.606556 -1.194836 -1.993665 -0.0782 0.1192 0.1961
H 6.900130 -0.198319 -1.349456 0.0571 0.3576 -0.0459
C -3.864648 -2.298254 -0.812672 -0.0294 0.3658 -0.5434
C -3.741747 -1.908298 0.637261 -0.1804 0.7201 0.1750
C -2.875146 -2.830379 1.464772 -0.7384 -0.4550 0.0696
O -3.245434 -2.632036 2.804538 0.5985 0.4343 -0.1016
C -2.442515 -3.371050 3.715540 0.4584 -0.2009 0.2529
N -3.218775 -0.477290 0.791327 1.6105 0.0582 0.2061
H -3.923035 0.254814 0.727914 -0.1386 -0.1971 -0.3257
H -2.776114 -0.379937 1.712923 -0.4128 -0.2096 0.1559
H -2.418276 -0.278977 0.152804 -0.3249 0.0399 -0.3211
H -4.493617 -3.181205 -0.901704 -0.0004 -0.0118 0.0279
H -2.908668 -2.496881 -1.294140 0.2624 -0.1907 0.2481
H -4.303417 -1.512168 -1.432123 -0.2629 -0.0041 0.2268
H -4.698932 -1.796953 1.144309 -0.2016 -0.6313 -0.1552
H -1.798873 -2.698259 1.303759 0.0947 0.2826 -0.0609
H -3.111946 -3.845613 1.127098 0.0043 -0.1274 0.0878
H -1.389174 -3.398450 3.407168 -0.1064 0.0172 -0.2177
H -2.802346 -4.397679 3.805329 -0.0455 0.0555 0.0582
H -2.437954 -2.876228 4.684184 -0.4007 -0.0379 -0.0208
C -2.234455 3.676750 -0.418456 0.0321 -0.0117 0.5289
N -2.319950 4.498704 0.862902 0.5095 0.8641 -2.0461
C -0.996632 5.239496 0.974340 -0.9491 -0.2261 -0.0160
C -3.374766 5.546826 0.575217 0.1682 0.3787 1.3636
C -2.632308 3.674848 2.060719 -0.8330 -0.3886 -0.4247
C -2.511142 4.378071 3.383662 -0.3037 -0.4591 1.2226
O -3.515206 5.377621 3.481899 0.5523 -0.0190 -0.2080
H -1.663201 2.755009 -0.261296 -0.1207 0.1895 -0.0136
H -1.729578 4.311202 -1.139917 0.0157 -0.1204 -0.1207
H -3.236115 3.491300 -0.798142 -0.0359 -0.2259 0.1927
H -0.849795 5.798470 0.053852 -0.0664 -0.0135 -0.0065
H -0.213101 4.494318 1.066203 0.1572 0.1529 0.4441
H -1.130014 5.951056 1.782963 0.5791 -0.1546 0.2149
H -4.359000 5.089593 0.608313 0.0229 -0.0733 -0.3747
H -3.130981 6.070731 -0.342042 -0.1131 -0.2585 -0.2109
H -3.334211 6.253324 1.404862 -0.1090 0.0225 -0.1569
H -2.068961 2.746793 1.961066 0.4451 0.2329 0.3621
H -3.681094 3.383908 1.943616 -0.0006 0.0861 -0.0026
H -1.496053 4.709226 3.627698 -0.0688 0.3788 -0.3393
H -2.727074 3.647753 4.173306 0.1581 -0.3566 -0.3255
H -3.695816 5.511936 4.419477 -0.1008 0.2265 -0.0693
C 1.362393 -3.051601 -2.760726 -0.3713 -0.1228 -1.1505
N 1.993912 -3.643935 -1.528255 -0.5280 1.0665 -1.0360
C 2.712426 -4.910733 -1.858107 1.0953 0.2709 0.3736
C 2.969673 -2.628875 -1.064119 0.1646 0.4750 1.2743
C 0.879701 -3.856940 -0.529354 0.6834 0.2263 0.5293
C 0.086863 -5.104115 -0.827054 0.0555 -0.6608 0.9458
O -0.860269 -4.878558 -1.834215 -0.1544 0.2767 -0.1536
H 0.808247 -3.846545 -3.255530 0.0778 0.0968 -0.1032
H 2.110604 -2.622421 -3.424909 0.3286 -0.4747 0.0384
H 0.665785 -2.221372 -2.586363 0.2085 -0.3567 0.7773
H 3.631486 -4.633566 -2.372100 -0.2777 -0.0330 -0.4848
H 2.106664 -5.601834 -2.429636 0.0465 0.1406 -0.0944
H 3.084854 -5.351936 -0.932152 -0.4187 -0.1390 0.0909
H 3.833717 -2.551003 -1.717625 -0.2423 -0.1604 -0.2810
H 3.333292 -2.856707 -0.059995 -0.0254 -0.3460 -0.0903
H 2.469371 -1.664227 -0.977314 -0.1528 -0.0506 -0.2265
H 0.282918 -2.944601 -0.488485 -0.1095 -0.0627 -0.3782
H 1.392876 -3.881376 0.433768 -0.1378 -0.5789 0.0750
H -0.364736 -5.453577 0.106987 -0.2216 0.3153 0.0555
H 0.774302 -5.923202 -1.064001 -0.1980 0.0682 -0.1249
H -1.550374 -5.549998 -1.791026 0.0986 -0.0588 -0.1022
```
Positions in Å, forces in eV/Å.

Computed properties:
HOMO energy in eV: -16.54
LUMO energy in eV: -6.994
Charge: +3
Orbital gap in eV: 9.541
Strongest force on any atom in eV/A: 2.28

These are the Löwdin partial charges, in e, on atoms 1 to 2: -0.20, -0.02